[1]
The following is a quantum chemistry calculation of a molecular structure, C18H46Ag3NO16P2 in a non-equilibrium geometry, from the Open Molecules 2025 dataset.

Calculated values
M   918.11 g mol⁻¹
Net charge   +3
HOMO-LUMO gap (alpha / beta)   3.93 / 2.81 eV
⟨S²⟩   0.755
E_tot   -84199.556 eV
Spin multiplicity   2

Geometry as XYZ:
```
86
Properties=species:S:1:pos:R:3:forces:R:3
Ag 0.798778 -2.689808 3.220846 0.386 0.735 -0.087
Ag -3.139622 -1.731848 4.490746 0.174 0.620 -0.205
Ag -1.859812 -3.953088 0.796996 -0.337 0.165 -1.185
N -0.854712 -1.061728 1.628166 2.506 1.766 0.015
O -1.449372 -1.097348 2.713366 -1.124 -0.793 3.284
O 0.250138 -0.475888 1.571536 -0.638 -0.886 0.108
O -1.361372 -1.581798 0.673936 -1.048 -1.395 -2.516
C 3.344848 -1.595888 0.485586 1.261 -0.079 -0.397
O 4.772418 -1.529038 0.205736 -0.588 0.181 0.379
P 5.644028 -0.169478 0.099286 2.010 2.324 1.301
O 5.322418 0.988462 1.002806 -0.116 -2.575 -1.143
O 7.219108 -0.722018 0.232556 -2.201 0.692 -0.768
C 7.763488 -1.347048 1.415906 -1.713 -0.273 0.820
O 5.486908 0.323202 -1.419584 0.278 0.613 2.770
C 5.842328 -0.535118 -2.425694 0.070 -1.693 -2.395
H 3.221568 -1.941708 1.511896 0.058 0.205 0.522
H 2.959368 -2.405528 -0.134074 -0.075 0.307 -0.341
H 2.823358 -0.650808 0.334066 0.121 -0.090 -0.089
H 7.049398 -1.226558 2.230556 -0.131 0.188 0.175
H 8.679878 -0.908628 1.811016 0.121 0.063 -0.910
H 7.788858 -2.427018 1.270606 0.594 0.126 -0.304
H 6.623988 -0.168978 -3.091314 0.287 0.354 0.496
H 4.981008 -0.643888 -3.084784 -0.171 -0.292 0.030
H 6.144958 -1.510898 -2.045764 0.017 -0.068 -0.169
C 2.850348 2.536982 -3.463584 0.626 0.890 -0.529
O 2.621778 1.196942 -3.101284 -3.080 -3.747 -0.760
P 1.308388 0.280972 -3.721414 0.504 0.881 -1.361
O 1.248978 -0.059088 -5.215864 -0.109 1.571 4.510
O 1.270898 -1.035268 -2.784934 0.665 0.615 -0.569
C 0.097498 -1.883898 -2.689914 0.446 0.781 0.499
O 0.003138 1.123422 -3.064474 1.466 0.048 -0.301
C 0.021938 1.574632 -1.677954 -1.017 -0.257 -0.652
H 2.800088 3.141982 -2.558294 0.044 0.047 -0.052
H 2.195878 2.956892 -4.227414 -0.319 -0.295 0.050
H 3.856968 2.568362 -3.880504 0.013 0.206 0.153
H -0.608122 -1.825048 -3.518614 0.375 0.169 -0.310
H -0.394782 -1.518258 -1.788764 -0.302 -0.396 0.085
H 0.443328 -2.908178 -2.550824 0.024 0.326 -0.151
H 0.908368 1.359632 -1.081194 -0.049 -0.411 -0.306
H -0.912682 1.176582 -1.282804 0.296 -0.792 0.561
H -0.207462 2.632772 -1.552164 0.642 0.441 -0.861
C -1.590842 4.896482 -0.071894 2.181 -0.289 -0.089
O -1.800312 4.441542 -1.385854 -2.745 -0.007 -0.295
C -3.238312 4.227842 -1.707244 -0.562 0.387 0.257
C -3.725382 2.804262 -1.306704 1.899 0.502 1.549
O -3.712492 2.792862 0.158466 -0.713 0.204 -1.713
C -3.527832 1.504842 0.687066 -0.185 -1.224 -0.011
H -1.781082 5.953542 0.113966 -1.017 0.356 -0.405
H -0.511162 4.866852 0.074816 0.054 -0.368 -0.024
H -2.106352 4.267822 0.654146 -0.671 -0.098 -0.016
H -3.521732 4.323762 -2.755374 1.278 0.057 -0.386
H -3.838002 4.983792 -1.200294 0.291 -0.022 0.504
H -2.997212 2.131182 -1.759304 0.296 -0.462 0.476
H -4.640832 2.554482 -1.843044 -0.591 0.547 0.597
H -4.332332 0.831862 0.390446 0.074 -0.150 -0.779
H -3.634302 1.391382 1.765906 0.351 1.199 0.187
H -2.545752 1.142272 0.383496 0.015 -0.391 -0.007
C -3.828412 -2.580918 -1.255284 -1.220 -0.693 -0.455
O -3.527112 -4.021538 -1.361474 0.710 2.155 -0.426
C -2.798782 -4.384048 -2.603034 -1.127 0.837 2.008
C -1.584122 -5.093708 -2.146034 0.847 -1.580 -0.736
O -0.714932 -4.414988 -1.226324 0.235 0.609 0.883
C 0.549028 -5.069308 -0.897314 -0.149 -0.747 -1.781
H -4.265872 -2.431518 -0.268164 0.172 -0.050 0.091
H -4.603712 -2.288278 -1.963354 -0.328 -0.458 -0.122
H -3.078802 -1.817328 -1.462964 1.005 -0.696 0.269
H -2.599992 -3.525598 -3.244624 0.030 0.230 0.295
H -3.440372 -5.066908 -3.159964 0.157 -0.123 -0.008
H -1.122742 -5.301408 -3.111474 0.975 -0.299 0.183
H -1.842792 -6.041978 -1.674884 -0.195 -0.171 -0.153
H 1.074708 -5.350678 -1.809784 -0.093 0.261 -0.424
H 0.414818 -6.053588 -0.448664 -0.277 0.247 0.725
H 1.258718 -4.400128 -0.410844 -0.636 0.177 0.442
C -2.608142 2.758112 6.330946 1.198 -0.321 0.528
C -2.801932 1.728332 5.277916 -1.828 -1.424 -0.820
C -1.674312 1.858292 4.285436 0.824 -1.173 0.137
O -0.825552 2.867522 4.740576 0.031 -0.188 0.393
C -1.621852 3.618342 5.610436 -0.316 3.696 0.232
H -2.002282 2.308092 7.117406 -0.686 -0.023 0.604
H -3.541292 3.215432 6.659846 0.445 0.145 0.178
H -3.769852 1.764272 4.777996 -0.202 0.321 0.047
H -2.767862 0.755412 5.768176 -0.021 -0.674 0.061
H -1.974102 2.032242 3.252006 -0.162 -0.018 -0.110
H -1.142992 0.912032 4.387416 0.511 -0.027 -0.824
H -2.187022 4.373172 5.063706 -0.271 0.070 -0.698
H -1.025002 4.278912 6.239336 0.446 -0.597 0.237
```
Positions in Å, forces in eV/Å.



[2]
The following is a quantum chemistry calculation of 3 unconnected molecules or ions with the total composition C29H38FN3O11 in a non-equilibrium geometry, from the Open Molecules 2025 dataset.

Calculated values
M   623.63 g mol⁻¹
Net charge   0
HOMO-LUMO gap   8.81 eV
E_tot   -60389.628 eV

Geometry as XYZ:
```
82
Properties=species:S:1:pos:R:3:forces:R:3
C -4.177075 -1.843726 5.119494 -0.124 1.390 -1.554
C -3.391730 -2.141797 3.740992 2.827 -3.286 0.518
O -2.509728 -3.049940 3.746429 -3.426 3.587 -0.417
O -3.656565 -1.485486 2.510399 0.237 0.360 2.715
C -4.333921 -0.213530 2.691370 -2.021 1.287 0.226
C -4.318768 0.738673 1.402057 -0.507 -1.190 -0.260
C -3.000245 0.629741 0.495465 -0.033 0.807 -1.023
C -2.007891 1.912389 0.648704 -1.091 -2.531 -0.780
C -1.348468 1.705305 2.099279 0.510 0.139 0.758
C -1.975245 2.610665 3.266440 1.791 0.510 0.169
C -0.862568 3.724811 3.656047 -0.149 -1.182 0.734
F -2.083598 1.764316 4.462799 -0.224 1.014 -1.636
O -2.804593 3.136656 0.495731 2.172 1.394 1.254
C -1.805454 4.183457 0.350668 -0.003 -0.343 0.107
O -1.794617 5.312964 0.861021 -0.107 -4.683 -2.539
O -0.832621 3.553543 -0.488609 -0.951 2.052 1.621
C -1.009283 2.085418 -0.626700 0.419 1.877 1.411
C 0.507718 1.576270 -0.480111 -0.436 -0.146 -0.123
C 0.673328 0.067494 0.042400 1.420 -0.125 0.030
C 1.057554 -1.004808 -1.086651 -1.023 -0.792 1.101
O 2.007106 -0.525969 -2.074169 0.035 -1.206 0.958
N -1.705467 1.943283 -1.934697 1.081 -0.731 0.086
C -1.327060 0.704005 -2.672050 -0.369 -0.498 -1.725
C -1.566910 3.140053 -2.795112 1.290 2.555 -1.948
C -2.903870 4.043354 -2.962061 -0.456 -1.262 0.416
O -0.539099 3.482315 -3.424366 -3.336 -1.912 2.253
H -3.855884 -2.526501 5.969458 -0.371 0.754 -1.584
H -3.955082 -0.746402 5.394156 -0.390 -1.710 -0.239
H -5.292027 -1.900140 4.861321 1.505 -0.032 0.696
H -3.976783 0.403073 3.582073 0.037 -1.175 -1.143
H -5.445074 -0.463903 2.907389 1.672 0.534 -0.304
H -5.213259 0.410982 0.745321 1.509 0.541 0.979
H -4.573674 1.801349 1.747309 0.638 -1.516 -0.534
H -2.353934 -0.286207 0.708486 -1.164 1.152 -0.038
H -3.366096 0.506131 -0.595073 0.753 0.526 1.701
H -0.207071 1.894998 2.121058 -1.852 -0.217 -0.249
H -1.467480 0.607292 2.440188 0.051 1.762 -0.718
H -2.996953 3.056580 3.037285 1.358 -0.774 0.382
H -0.003948 3.126192 4.151365 -1.343 0.881 -0.844
H -0.417915 4.251621 2.749450 -0.934 -0.518 1.267
H -1.263995 4.420142 4.465290 0.517 -0.669 -1.366
H 1.022553 2.292137 0.265435 -0.976 -1.168 -1.250
H 1.006663 1.746583 -1.506369 -0.665 -0.388 1.690
H -0.220244 -0.348462 0.617377 1.032 0.699 -0.885
H 1.553751 0.074531 0.793580 -1.533 0.094 -1.308
H 1.513902 -1.922618 -0.558459 -0.780 1.360 -0.662
H 0.064081 -1.373230 -1.552318 1.792 0.597 0.274
H 2.759903 -1.162645 -2.004173 -0.859 1.036 -0.267
H -1.695651 -0.264972 -2.163912 0.709 1.760 -0.474
H -0.215118 0.648695 -2.967080 -1.572 -0.032 0.704
H -1.900385 0.740724 -3.677945 0.869 -0.083 1.581
H -3.327912 3.875011 -4.024252 0.927 0.416 1.594
H -3.725919 3.660101 -2.244365 1.455 0.675 -1.036
H -2.711409 5.149026 -2.768230 -0.008 -1.576 -0.413
O 7.041965 -2.227494 -6.537291 -0.407 0.209 0.425
N 6.288722 -1.820133 -5.664530 0.649 -0.074 0.117
O 6.634593 -1.548602 -4.523613 -0.204 -0.128 -0.538
C 4.874678 -1.650659 -6.007776 -0.824 0.076 -0.198
C 4.432603 -1.984495 -7.286641 0.040 -0.040 -0.076
C 3.084800 -1.844548 -7.600423 0.035 0.071 0.251
C 2.191775 -1.370950 -6.643547 0.085 -0.020 -0.007
C 2.641470 -1.029507 -5.371240 0.027 -0.068 -0.206
C 3.986903 -1.168788 -5.047931 -0.026 -0.009 0.077
H 5.118131 -2.354596 -8.040900 0.058 0.066 0.256
H 2.728969 -2.107787 -8.591065 0.097 0.025 0.106
H 1.139269 -1.268291 -6.890355 0.129 0.004 0.028
H 1.941582 -0.658040 -4.629979 0.171 -0.030 -0.012
H 4.324174 -0.902101 -4.052256 0.156 -0.053 -0.216
O 3.354847 -0.359718 1.816928 -0.069 -0.187 0.558
N 2.969794 -0.698333 2.929421 0.078 0.509 0.059
O 2.667529 0.079816 3.821550 0.100 -0.370 -0.516
C 2.868198 -2.131875 3.209669 -0.042 -0.815 0.150
C 3.238840 -3.051970 2.230372 0.018 -0.006 -0.087
C 3.163160 -4.412190 2.509253 -0.082 0.147 0.187
C 2.716527 -4.844588 3.754532 0.000 0.045 0.008
C 2.338123 -3.920972 4.724485 0.105 0.039 -0.258
C 2.413156 -2.558567 4.455615 -0.029 0.050 0.101
H 3.588575 -2.727979 1.256341 -0.041 0.149 0.214
H 3.455456 -5.136774 1.756441 -0.030 0.127 0.064
H 2.663976 -5.907380 3.970643 -0.006 0.132 -0.032
H 1.987949 -4.263930 5.692190 0.024 0.094 -0.115
H 2.118266 -1.849092 5.220969 0.089 0.047 -0.246
```
Positions in Å, forces in eV/Å.



[3]
The following is a quantum chemistry calculation of a molecular structure, C37H50BCl2N4Pt in a non-equilibrium geometry, from the Open Molecules 2025 dataset.

Calculated values
M   827.63 g mol⁻¹
Net charge   -1
HOMO-LUMO gap (alpha / beta)   6.20 / 6.33 eV
E_tot   -74112.021 eV

Geometry as XYZ:
```
95
Properties=species:S:1:pos:R:3:forces:R:3
Pt -1.336572 0.235867 0.623049 -0.574 0.304 0.149
Cl -1.989586 -1.979004 -1.483815 -0.041 -0.037 0.231
C -2.902803 -3.079232 -2.500278 0.077 -0.024 -0.083
Cl -3.495375 -4.495418 -1.602279 -0.005 0.032 -0.066
H -2.251730 -3.421061 -3.294574 -0.010 -0.081 -0.070
H -3.750580 -2.535349 -2.891221 -0.148 -0.044 -0.064
C 1.398291 5.081087 0.730060 0.035 0.007 0.058
C 0.608987 3.779911 0.921262 0.003 0.035 0.140
C -0.812307 4.061706 1.417078 0.050 0.064 0.076
C 1.343819 2.826528 1.852707 -0.024 0.063 -0.029
C 1.562686 3.203338 3.174949 -0.021 0.002 0.053
C 2.215030 2.356548 4.052705 -0.031 -0.004 -0.045
C 2.681916 1.133374 3.600071 0.002 0.067 -0.015
C 2.508730 0.722688 2.280106 0.096 -0.025 0.067
C 3.183407 -0.587302 1.886555 -0.031 0.044 -0.098
C 2.306514 -1.639199 1.213818 -0.048 -0.058 -0.096
C 4.451604 -0.337404 1.062323 0.009 0.021 -0.064
C 1.811582 1.578848 1.417889 -0.243 0.000 -0.401
N 1.546893 1.210712 0.054704 0.394 0.017 -0.060
B 0.346219 0.604952 -0.518411 0.217 -0.087 1.357
N 0.639486 0.636511 -1.953712 -0.232 -0.218 -0.104
C 1.898493 1.236134 -2.152559 -0.244 0.065 -0.001
C 2.421540 1.594025 -0.969661 -0.224 -0.009 0.247
C 0.011310 0.025141 -3.091202 0.293 0.150 0.391
C -1.142262 0.580077 -3.645956 -0.113 0.110 -0.176
C -1.659550 0.000505 -4.803397 -0.020 -0.086 0.004
C -1.063301 -1.108149 -5.387803 0.036 0.069 0.117
C 0.064229 -1.663563 -4.799814 -0.048 0.023 -0.012
C 0.611690 -1.111749 -3.645070 0.038 -0.287 0.015
C 1.796959 -1.802417 -2.983836 -0.041 -0.037 -0.058
C 1.439914 -3.221836 -2.527522 -0.051 -0.013 -0.021
C 3.022416 -1.822728 -3.897399 0.055 0.005 -0.101
C -1.812091 1.807235 -3.056312 -0.015 -0.003 -0.163
C -1.400757 3.062172 -3.835478 0.035 0.038 -0.033
C -3.332761 1.668555 -3.006949 -0.042 -0.029 -0.059
H 0.905098 5.720214 -0.009616 0.029 -0.055 0.074
H 2.418671 4.882796 0.386458 -0.088 0.000 0.016
H 1.465851 5.642733 1.669288 -0.009 -0.049 -0.091
H 0.523906 3.301437 -0.051066 -0.007 -0.056 -0.092
H -0.803760 4.481908 2.430249 0.015 0.003 -0.105
H -1.412902 3.150793 1.428638 0.060 0.129 -0.016
H -1.307937 4.782215 0.757787 0.010 -0.091 0.053
H 1.188867 4.160416 3.527025 0.034 -0.053 -0.038
H 2.345236 2.637852 5.091800 0.024 0.004 -0.039
H 3.191548 0.468013 4.287971 -0.001 0.007 0.002
H 3.505559 -1.019361 2.835909 0.039 -0.048 0.076
H 2.019101 -1.346453 0.202535 0.012 -0.003 0.064
H 1.393364 -1.809367 1.780684 -0.039 0.019 -0.008
H 2.857968 -2.584538 1.149794 -0.018 0.066 0.007
H 4.196982 0.012359 0.058479 0.023 -0.020 0.063
H 5.022035 -1.266519 0.957579 -0.043 0.056 0.006
H 5.094840 0.409327 1.536166 -0.033 -0.033 -0.022
H 2.294191 1.387701 -3.146424 -0.042 -0.061 0.073
H 3.338707 2.127291 -0.769392 -0.035 -0.048 0.002
H -2.546556 0.430579 -5.255461 0.050 -0.043 0.012
H -1.478240 -1.539709 -6.292386 0.015 0.022 0.035
H 0.526216 -2.541688 -5.241235 -0.039 0.034 0.028
H 2.060556 -1.240378 -2.092534 0.012 0.086 0.068
H 1.170678 -3.858164 -3.378610 0.023 0.052 0.071
H 0.598951 -3.206960 -1.830540 0.039 0.002 -0.047
H 2.292987 -3.683308 -2.019011 -0.054 0.052 -0.053
H 2.843470 -2.443034 -4.783100 0.021 0.058 0.067
H 3.886655 -2.234520 -3.367745 -0.057 0.006 -0.034
H 3.282196 -0.816958 -4.239453 -0.025 -0.066 0.036
H -1.464559 1.924072 -2.035165 0.049 -0.021 0.201
H -1.748032 3.003968 -4.874543 0.035 0.005 0.097
H -0.312258 3.183867 -3.849078 -0.106 -0.026 0.020
H -1.839862 3.954579 -3.377312 0.033 -0.086 -0.044
H -3.763164 1.628916 -4.014663 0.006 0.025 0.106
H -3.772157 2.514682 -2.478125 0.027 0.008 0.001
H -3.628049 0.770843 -2.459580 0.040 0.024 -0.033
C -3.610855 -2.426422 2.009917 0.073 -0.069 0.109
N -2.560612 -3.401992 2.267860 0.087 0.048 0.118
C -2.793142 -4.084850 3.527377 -0.042 0.008 -0.094
C -1.195170 -2.863113 2.139901 0.004 0.044 0.213
C -0.872144 -1.677659 3.039424 -0.189 -0.083 0.267
C -0.566727 -1.926255 4.382148 -0.167 0.143 0.005
C -0.431262 -0.888197 5.300067 0.009 0.037 -0.192
C -0.607346 0.423718 4.872150 -0.155 -0.188 -0.065
C -0.857135 0.683842 3.528972 -0.009 0.067 0.031
C -0.966903 -0.346081 2.590242 1.525 -0.570 -0.865
H -4.551570 -2.949934 1.808471 0.065 0.029 0.056
H -3.364978 -1.827035 1.135952 0.051 0.011 -0.112
H -3.768460 -1.734642 2.853957 0.018 -0.015 -0.049
H -3.749528 -4.614982 3.481255 0.031 0.032 -0.032
H -2.832047 -3.405228 4.394390 0.007 -0.006 -0.019
H -2.005324 -4.823346 3.707093 -0.046 0.059 -0.038
H -1.049940 -2.579635 1.099941 0.050 0.111 -0.108
H -0.519579 -3.694569 2.364416 0.041 0.009 -0.019
H -0.440314 -2.953692 4.712833 -0.004 0.039 0.007
H -0.194731 -1.102028 6.335846 0.011 -0.004 -0.001
H -0.530289 1.244279 5.576592 0.027 0.003 -0.013
H -0.955284 1.715771 3.201360 0.078 -0.124 0.035
N -3.886246 2.171851 0.463345 0.066 -0.035 0.118
C -2.958580 1.473111 0.431185 -0.663 0.478 -0.991
```
Positions in Å, forces in eV/Å.